# 1
{"formula": "C33H56CrN5O7PSSi2", "method": "ωB97M-V/def2-TZVPD", "mol_weight_da": 806.05, "spin_multiplicity": 5, "orbital_gap_ha": [0.178, 0.195], "energy_ev": -121222.986, "charge": -2, "species": ["Cr", "N", "C", "C", "C", "C", "C", "C", "S", "O", "O", "N", "C", "N", "C", "C", "C", "N", "H", "H", "H", "H", "H", "H", "H", "H", "H", "C", "Si", "C", "C", "C", "C", "C", "C", "C", "C", "N", "Si", "C", "C", "C", "H", "H", "H", "H", "H", "H", "H", "H", "H", "H", "H", "H", "H", "H", "H", "H", "H", "H", "H", "H", "H", "H", "C", "C", "C", "C", "O", "P", "O", "O", "O", "C", "C", "C", "C", "H", "H", "H", "H", "H", "H", "H", "H", "H", "H", "H", "H", "H", "H", "H", "H", "H", "H", "C", "C", "C", "O", "H", "H", "H", "H", "H", "H", "H"], "coordinates": [[0.1655, 0.0264, -0.1246], [6.0724, 3.0455, 5.3390], [5.0863, 2.2498, 4.7170], [5.0703, 2.1026, 3.3332], [4.1214, 1.2941, 2.7269], [3.1748, 0.6337, 3.4944], [3.1916, 0.7649, 4.8719], [4.1472, 1.5631, 5.4824], [1.9812, -0.4299, 2.7052], [2.7411, -1.1912, 1.7389], [1.3299, -1.1518, 3.7667], [0.9773, 0.5148, 1.8684], [0.1051, 1.2473, 2.6179], [-0.9853, 1.6668, 1.9595], [-1.8808, 2.3374, 2.6554], [-1.7206, 2.6417, 4.0022], [-0.5221, 2.2293, 4.5621], [0.3931, 1.5507, 3.8925], [6.4120, 3.7842, 4.7385], [5.7631, 3.4301, 6.2205], [5.8060, 2.6228, 2.7295], [4.1176, 1.1661, 1.6559], [2.4366, 0.2483, 5.4454], [4.1610, 1.6670, 6.5619], [-2.7699, 2.6500, 2.1146], [-2.4704, 3.1812, 4.5634], [-0.2773, 2.4629, 5.5966], [0.7115, 4.0379, -1.3204], [0.1358, 2.5172, -2.3386], [-0.8268, 3.7275, -3.6113], [1.0951, 1.7503, -3.8083], [-1.3617, 1.5435, -1.7373], [-1.4094, 0.2497, -2.3355], [-2.3699, -0.2102, -3.2897], [-2.1531, -1.3592, -3.9987], [-1.0199, -2.1456, -3.7443], [-0.2153, -1.7524, -2.7011], [-0.4146, -0.6419, -1.9927], [-2.9507, 2.3363, -1.3315], [-2.7551, 3.9658, -0.3859], [-3.9355, 1.1263, -0.2566], [-4.2173, 2.8373, -2.6786], [1.2759, 4.7322, -1.9497], [1.3022, 3.8010, -0.4370], [-0.1804, 4.5730, -1.0043], [-0.1164, 4.2980, -4.2222], [-1.4628, 4.4578, -3.1040], [-1.4635, 3.1596, -4.2953], [1.7666, 2.4931, -4.2472], [0.3673, 1.4850, -4.5787], [1.6678, 0.8620, -3.5542], [-3.2136, 0.4228, -3.5134], [-2.8593, -1.6584, -4.7688], [-0.8178, -3.0600, -4.2856], [0.6065, -2.3768, -2.3671], [-1.8917, 3.9527, 0.2759], [-3.6491, 4.1709, 0.2088], [-2.6334, 4.7903, -1.0901], [-3.2828, 0.6729, 0.4899], [-4.3252, 0.3182, -0.8804], [-4.7865, 1.5968, 0.2431], [-3.8010, 3.5725, -3.3641], [-5.0927, 3.2791, -2.1925], [-4.5694, 1.9935, -3.2715], [-3.9508, -2.6493, 0.6086], [-3.2311, -3.6093, -0.3287], [-3.3258, -5.0429, 0.1817], [-3.8027, -3.4949, -1.7381], [-1.8604, -3.2556, -0.4656], [-0.9814, -2.7568, 0.8062], [-1.2662, -3.6248, 1.9746], [-1.1228, -1.2576, 0.9068], [0.4958, -2.9621, 0.2044], [1.2475, -4.1794, 0.2607], [2.5046, -3.8861, -0.5472], [0.4437, -5.3108, -0.3655], [1.6145, -4.4927, 1.7044], [-5.0217, -2.8693, 0.5918], [-3.7941, -1.6208, 0.2867], [-3.5810, -2.7509, 1.6288], [-4.3744, -5.3338, 0.2835], [-2.8296, -5.1219, 1.1476], [-2.8433, -5.7196, -0.5243], [-4.8528, -3.7968, -1.7431], [-3.2446, -4.1336, -2.4231], [-3.7215, -2.4677, -2.0951], [2.2561, -3.6585, -1.5835], [3.1679, -4.7544, -0.5309], [3.0226, -3.0319, -0.1157], [0.1142, -5.0354, -1.3678], [-0.4369, -5.5311, 0.2362], [1.0665, -6.2065, -0.4239], [2.1528, -3.6501, 2.1376], [2.2548, -5.3797, 1.7242], [0.7174, -4.6699, 2.2927], [3.4810, 2.4422, -1.8438], [2.7317, 1.4661, -0.9206], [3.3494, 0.0781, -1.0961], [1.3498, 1.3910, -1.1083], [4.4290, 2.7168, -1.3712], [2.9281, 3.3558, -2.0354], [3.7067, 1.9748, -2.8033], [2.9105, 1.8043, 0.1107], [3.1834, -0.2499, -2.1249], [2.9035, -0.6480, -0.4160], [4.4287, 0.0967, -0.9113]]}



# 2
{"formula": "C33H57BaN7O7P2Sb", "method": "ωB97M-V/def2-TZVPD", "mol_weight_da": 984.90, "orbital_gap_ha": 0.328, "energy_ev": -85724.986, "charge": 1, "e_above_lowest_kcal_mol": 24.3, "species": ["Ba", "N", "C", "C", "N", "C", "C", "N", "C", "C", "N", "H", "H", "H", "H", "H", "H", "H", "H", "H", "H", "H", "H", "H", "H", "H", "H", "H", "H", "N", "C", "C", "C", "N", "C", "C", "N", "C", "H", "H", "H", "H", "H", "H", "H", "H", "H", "H", "H", "H", "H", "H", "H", "H", "O", "P", "O", "O", "O", "P", "O", "O", "O", "H", "H", "C", "C", "C", "C", "C", "C", "C", "Sb", "C", "C", "C", "C", "C", "C", "C", "C", "C", "C", "C", "C", "C", "C", "H", "H", "H", "H", "H", "H", "H", "H", "H", "H", "H", "H", "H", "H", "H", "H", "H", "H", "H", "H", "H"], "coordinates": [[1.2016, 1.9477, 0.3297], [0.8214, 3.1350, -2.3933], [0.7734, 2.0680, -3.4132], [2.1588, 1.5696, -3.7838], [2.8844, 0.8833, -2.7107], [4.2992, 1.2614, -2.7088], [4.5567, 2.6926, -2.2634], [3.8690, 2.9395, -0.9966], [2.7841, -0.5684, -2.8351], [1.3938, -1.1378, -2.6262], [0.9119, -0.8475, -1.2689], [-0.0180, 3.7008, -2.4632], [1.6040, 3.7588, -2.5622], [0.2915, 2.4068, -4.3358], [0.1655, 1.2529, -3.0143], [2.7419, 2.4351, -4.1082], [2.0730, 0.9231, -4.6687], [4.7599, 1.1003, -3.6961], [4.8182, 0.5989, -2.0099], [4.2103, 3.4124, -3.0084], [5.6416, 2.8184, -2.1984], [4.1510, 3.8241, -0.5885], [4.1661, 2.2251, -0.3393], [3.4427, -1.0114, -2.0809], [3.1553, -0.9042, -3.8171], [1.4386, -2.2128, -2.8277], [0.6891, -0.7232, -3.3496], [1.5643, -1.2640, -0.6024], [0.0276, -1.3263, -1.1376], [1.4761, -4.3760, 0.7881], [2.2562, -4.6792, 2.0070], [1.5226, -4.1164, 3.2314], [1.5889, -2.5903, 3.2996], [0.8036, -2.0157, 2.1590], [3.0266, -2.0775, 3.2492], [3.8126, -2.5917, 2.0410], [3.3648, -1.9008, 0.8144], [3.6784, -4.1144, 1.9148], [0.6533, -4.9698, 0.7576], [2.0219, -4.5980, -0.0366], [1.1500, -2.4647, 1.2967], [2.3529, -5.7599, 2.1448], [1.9926, -4.5109, 4.1345], [0.4838, -4.4600, 3.2491], [1.1107, -2.2257, 4.2085], [0.9077, -0.9881, 2.1351], [-0.1994, -2.2000, 2.2551], [3.5228, -2.4253, 4.1576], [3.0469, -0.9853, 3.2790], [4.8687, -2.3790, 2.2315], [3.9775, -2.1714, 0.0516], [3.5004, -0.8986, 0.9567], [4.2513, -4.5619, 2.7319], [4.1581, -4.4577, 0.9930], [2.8336, 3.4296, 1.7054], [3.3758, 2.0657, 2.3805], [4.6998, 2.1761, 2.9669], [3.0879, 0.9695, 1.3843], [2.2001, 1.8992, 3.5259], [0.6442, 1.8152, 3.2043], [0.0087, 1.7125, 4.6467], [0.3379, 0.5878, 2.4196], [0.2942, 3.0570, 2.4547], [1.9332, 3.5766, 2.0480], [0.2347, 2.4482, 5.2291], [-5.4211, 0.0679, -0.3980], [-5.1212, 1.5453, -0.3884], [-6.1692, 2.4638, -0.4371], [-5.9332, 3.8311, -0.4130], [-4.6365, 4.3099, -0.3307], [-3.5821, 3.4123, -0.2782], [-3.8052, 2.0385, -0.3169], [-2.0547, 0.7967, -0.2211], [-2.5300, -0.4732, 1.4497], [-2.3530, -1.8561, 1.4292], [-2.5074, -2.6257, 2.5783], [-2.8353, -2.0066, 3.7746], [-3.0246, -0.6332, 3.8016], [-2.8832, 0.1507, 2.6577], [-3.1315, 1.6312, 2.7544], [-2.3756, -0.3277, -2.0545], [-2.2904, -1.7182, -2.1353], [-2.4187, -2.3966, -3.3390], [-2.6349, -1.6780, -4.5047], [-2.7011, -0.2952, -4.4442], [-2.5675, 0.3983, -3.2406], [-2.6555, 1.9060, -3.2906], [-6.4928, -0.1141, -0.4645], [-5.0515, -0.4093, 0.5124], [-4.9397, -0.4250, -1.2438], [-7.1872, 2.0962, -0.4918], [-6.7666, 4.5214, -0.4505], [-4.4467, 5.3757, -0.3020], [-2.5677, 3.7925, -0.2011], [-2.1039, -2.3665, 0.5114], [-2.3926, -3.7032, 2.5271], [-2.9664, -2.5897, 4.6776], [-3.2916, -0.1493, 4.7339], [-3.1412, 1.9524, 3.7948], [-4.0887, 1.9011, 2.3044], [-2.3564, 2.2061, 2.2427], [-2.1273, -2.3138, -1.2497], [-2.3567, -3.4770, -3.3585], [-2.7453, -2.1878, -5.4531], [-2.8569, 0.2710, -5.3561], [-2.3399, 2.2692, -4.2693], [-2.0278, 2.3851, -2.5372], [-3.6780, 2.2463, -3.1171]]}